Entry 1:
ORCA calculation (ωB97M-V/def2-TZVPD) on a 4-piece molecular cluster, C7H14O3 overall at a distorted geometry.

Computed properties:
charge	+1
strongest force on any atom	3.18	eV/Å
energy above the lowest of the compared OMol25 structures with the same formula, charge and spin	0.000	eV
HOMO energy (spin up / spin down)	-14.221 / -14.211	eV
orbital gap (spin up / spin down)	9.26 / 4.94	eV
2S+1	2

The geometry in XYZ format:
```
24
Properties=species:S:1:pos:R:3:mulliken_spin:R:1
C -2.190 0.162 -0.984 0.03
C 0.250 0.676 -1.140 0.08
C -0.778 -0.088 -0.581 0.28
C -0.475 -1.087 0.341 0.07
C 0.829 -1.357 0.711 0.09
C 1.882 -0.577 0.148 0.26
C 1.578 0.427 -0.764 0.11
H -2.883 0.062 -0.162 0.02
H -2.444 -0.619 -1.724 0.04
H -2.345 1.172 -1.472 0.00
H 0.061 1.510 -1.762 0.00
H -1.259 -1.686 0.745 0.00
H 1.064 -2.102 1.441 0.00
H 2.912 -0.850 0.400 -0.01
H 2.403 1.027 -1.234 0.00
H 0.182 1.731 2.658 0.00
H 1.376 0.839 2.190 0.00
O 1.023 1.397 2.934 0.01
H -1.150 1.885 0.807 0.00
H -1.867 1.353 2.073 0.00
O -1.309 2.055 1.760 0.01
H 0.015 -1.254 -2.990 0.00
H 0.149 -2.296 -1.928 0.00
O -0.062 -2.165 -2.872 0.01
```


Entry 2:
ORCA calculation (ωB97M-V/def2-TZVPD) on C35H63FIN7S2Si2W as an isolated structure at a distorted geometry.

Computed properties:
charge	+2
strongest force on any atom	3.84	eV/Å
energy above the lowest of the compared OMol25 structures with the same formula, charge and spin	0.968	eV
HOMO energy (spin up / spin down)	-12.516 / -12.075	eV
orbital gap (spin up / spin down)	6.64 / 6.57	eV
2S+1	3

The geometry in XYZ format:
```
112
Properties=species:S:1:pos:R:3:mulliken_spin:R:1
W -9.416 13.249 15.727 1.80
C -9.576 10.925 18.832 0.02
Si -8.966 12.706 19.127 0.05
C -10.318 13.380 20.287 0.00
C -7.360 12.547 20.044 0.00
N -8.843 13.729 17.574 -0.04
C -8.804 15.084 17.864 0.03
C -8.239 15.630 18.987 -0.01
C -8.450 16.955 19.346 0.01
C -9.207 17.767 18.523 -0.01
C -9.688 17.294 17.298 0.01
C -9.413 16.001 17.025 -0.03
F -9.751 15.455 15.770 0.02
H -10.292 10.773 19.661 0.00
H -8.751 10.213 18.858 0.00
H -10.104 10.805 17.889 -0.01
H -10.462 12.683 21.105 0.00
H -11.314 13.468 19.856 0.00
H -10.109 14.375 20.654 0.00
H -7.215 11.483 20.263 0.00
H -7.373 13.062 20.988 0.00
H -6.488 12.835 19.465 0.00
H -7.767 14.932 19.693 0.00
H -8.065 17.383 20.284 0.00
H -9.387 18.774 18.782 0.00
H -10.245 17.878 16.592 0.00
I -14.567 13.245 20.005 0.00
C -13.455 13.588 18.319 0.00
C -13.404 14.746 17.559 0.00
N -12.410 14.531 16.660 -0.01
N -11.835 13.326 16.777 0.04
C -12.483 12.759 17.781 0.00
H -14.053 15.626 17.546 0.00
H -12.071 15.061 15.833 0.00
H -12.165 11.788 18.003 0.00
C -6.404 10.872 13.517 0.02
C -6.193 12.235 12.960 -0.07
C -4.708 12.493 12.454 -0.01
C -7.107 12.436 11.690 0.01
Si -6.674 13.698 14.164 0.38
C -5.252 13.969 15.499 -0.13
C -4.701 12.589 15.934 -0.02
C -4.068 14.712 14.929 -0.01
C -5.700 14.653 16.847 0.03
C -7.012 15.421 13.203 -0.19
C -8.454 15.454 12.713 0.12
C -6.099 15.771 12.016 -0.01
C -6.841 16.499 14.283 -0.02
H -5.789 10.039 12.977 0.00
H -7.377 10.496 13.471 -0.01
H -6.055 10.673 14.516 -0.01
H -4.519 11.646 11.721 0.00
H -3.979 12.346 13.238 0.00
H -4.537 13.406 11.940 0.00
H -6.972 11.528 11.105 0.00
H -6.826 13.318 11.174 0.00
H -8.132 12.502 12.064 0.00
H -4.107 12.153 15.088 0.00
H -5.466 11.843 16.215 0.00
H -4.088 12.731 16.833 0.00
H -3.656 14.291 14.011 0.00
H -3.212 14.691 15.599 0.00
H -4.292 15.731 14.767 0.00
H -6.411 14.016 17.322 -0.02
H -6.110 15.679 16.793 0.00
H -4.787 14.847 17.428 0.00
H -9.245 15.056 13.374 -0.04
H -8.518 14.885 11.795 -0.01
H -8.670 16.508 12.385 0.01
H -6.066 14.967 11.289 0.00
H -5.063 16.093 12.284 0.00
H -6.536 16.593 11.451 0.00
H -7.505 16.517 15.128 0.00
H -6.924 17.493 13.827 0.00
H -5.847 16.462 14.739 0.00
C -10.460 11.724 11.301 0.00
N -10.545 13.185 11.291 0.01
C -10.133 13.734 10.019 0.00
C -11.091 13.889 12.287 0.01
S -11.289 13.312 13.947 0.02
N -11.723 15.049 12.001 0.00
C -11.902 16.110 13.035 -0.01
C -12.497 15.337 10.782 0.00
H -9.841 11.292 10.555 0.00
H -11.482 11.315 11.190 0.00
H -10.070 11.389 12.253 0.00
H -9.166 13.425 9.724 0.00
H -10.186 14.781 10.129 0.00
H -10.821 13.416 9.225 0.00
H -11.270 15.905 13.873 0.00
H -12.939 16.068 13.368 0.00
H -11.756 17.053 12.581 0.00
H -12.596 14.480 10.079 0.00
H -12.017 16.199 10.282 0.00
H -13.510 15.594 11.056 0.00
C -7.947 6.208 16.551 0.00
C -7.623 7.650 16.652 0.00
C -6.678 8.192 17.491 0.01
C -6.472 9.559 17.502 0.00
N -7.281 10.393 16.833 0.01
C -8.302 9.888 16.171 0.07
S -9.515 10.867 15.289 -0.03
N -8.424 8.548 16.021 0.01
C -5.375 10.198 18.315 0.00
H -7.453 5.571 17.328 0.00
H -7.673 5.803 15.621 0.00
H -9.041 6.101 16.639 0.00
H -6.045 7.490 18.076 0.00
H -9.133 8.248 15.347 0.00
H -4.399 9.730 18.106 0.00
H -5.577 9.982 19.368 0.00
H -5.319 11.255 18.132 0.00
```


Entry 3:
ORCA calculation (ωB97M-V/def2-TZVPD) on a 2-piece molecular cluster, C21H29NO5 overall at a distorted geometry.

Computed properties:
strongest force on any atom	2.23	eV/Å
energy above the lowest of the compared OMol25 structures with the same formula, charge and spin	5.182	eV
HOMO energy	-5.688	eV
orbital gap	3.79	eV

The geometry in XYZ format:
```
56
Properties=species:S:1:pos:R:3:nbo_charge:R:1
C 3.292 3.716 1.304 -0.62
C 2.267 2.698 1.751 -0.07
O 2.628 1.429 1.183 -0.55
C 1.807 0.421 1.585 0.74
C 2.160 -0.771 0.831 -0.40
C 3.055 -0.697 -0.311 -0.61
C 1.627 -2.053 1.197 0.74
O 2.022 -3.142 0.782 -0.74
O 0.643 -1.952 2.104 -0.50
C 0.192 -3.249 2.521 -0.06
C -0.934 -2.996 3.490 -0.62
O 0.938 0.595 2.428 -0.67
H 3.150 4.642 1.864 0.20
H 4.324 3.380 1.463 0.21
H 3.145 3.960 0.243 0.21
H 2.236 2.603 2.849 0.18
H 1.263 2.974 1.386 0.18
H 2.985 -1.660 -0.828 0.22
H 2.760 0.120 -0.981 0.21
H 4.094 -0.560 0.012 0.18
H -0.147 -3.830 1.648 0.19
H 1.026 -3.780 3.010 0.15
H -1.267 -3.935 3.937 0.19
H -0.625 -2.322 4.298 0.21
H -1.799 -2.564 2.975 0.22
C 4.287 -6.133 6.432 -0.08
C 3.495 -5.329 5.418 -0.25
N 4.150 -4.014 5.249 -0.33
C 4.181 -3.451 4.037 0.21
C 4.779 -2.212 3.775 -0.36
C 5.157 -1.827 2.501 0.03
C 5.846 -0.603 2.229 -0.16
C 6.667 -0.458 1.074 -0.14
C 7.406 0.704 0.861 -0.22
C 7.318 1.768 1.770 -0.16
C 6.483 1.662 2.894 -0.24
C 5.753 0.503 3.109 -0.09
C 4.812 -3.370 6.378 -0.26
C 4.326 -4.020 7.663 -0.08
O 4.471 -5.441 7.667 -0.53
H 3.754 -7.059 6.696 0.21
H 5.277 -6.396 6.012 0.18
H 3.507 -5.823 4.438 0.23
H 2.447 -5.204 5.756 0.22
H 3.752 -4.026 3.208 0.24
H 5.000 -1.560 4.627 0.22
H 5.020 -2.551 1.699 0.24
H 6.722 -1.288 0.367 0.22
H 8.051 0.787 -0.020 0.23
H 7.897 2.677 1.605 0.22
H 6.408 2.493 3.601 0.22
H 5.072 0.431 3.965 0.21
H 5.915 -3.434 6.293 0.22
H 4.556 -2.301 6.405 0.23
H 4.924 -3.680 8.523 0.21
H 3.274 -3.712 7.822 0.18
```


Entry 4:
ORCA calculation (ωB97M-V/def2-TZVPD) on a 2-piece molecular cluster, C2BrN3O4 overall at a distorted geometry.

Computed properties:
strongest force on any atom	5.19	eV/Å
HOMO energy (spin up / spin down)	-10.750 / -11.578	eV
orbital gap (spin up / spin down)	9.62 / 6.37	eV
2S+1	3

The geometry in XYZ format:
```
10
Properties=species:S:1:pos:R:3:mulliken_spin:R:1
C 0.925 0.072 -1.788 0.84
C -0.540 0.079 0.362 0.63
N 0.985 -0.468 -2.767 0.12
N -0.012 1.374 0.703 -0.03
N 0.006 -1.251 0.702 -0.02
O -0.748 2.337 0.555 0.03
O 1.137 1.259 1.078 0.13
O 0.794 -1.286 1.581 0.07
O -0.395 -2.189 0.086 0.03
Br -2.152 0.075 -0.513 0.20
```


Entry 5:
ORCA calculation (ωB97M-V/def2-TZVPD) on the molecule C13H19BrN2O3S2 at a distorted geometry.

Computed properties:
strongest force on any atom	1.01	eV/Å
SMILES	CN(CC(=O)N1CCCCCC1)S(=O)(=O)c1ccc(Br)s1
energy above the lowest of the compared OMol25 structures with the same formula, charge and spin	0.360	eV
HOMO energy	-8.574	eV
orbital gap	9.18	eV

The geometry in XYZ format:
```
40
Properties=species:S:1:pos:R:3:nbo_charge:R:1
C -1.161 3.485 -1.191 -0.41
N -0.995 2.114 -0.772 -0.67
C 0.128 1.410 -1.347 -0.32
C -0.066 -0.074 -1.060 0.70
O -1.185 -0.501 -0.822 -0.65
N 1.012 -0.870 -1.123 -0.44
C 2.352 -0.445 -1.460 -0.22
C 3.184 0.077 -0.273 -0.41
C 2.745 -0.469 1.086 -0.42
C 2.593 -1.993 1.136 -0.40
C 1.185 -2.453 0.762 -0.40
C 0.858 -2.255 -0.716 -0.22
S -1.248 1.772 0.850 2.34
O -1.646 2.981 1.512 -0.93
O -0.130 1.051 1.387 -0.95
C -2.670 0.718 0.853 -0.50
C -2.943 -0.329 1.674 -0.20
C -4.200 -0.914 1.409 -0.28
C -4.841 -0.274 0.392 -0.32
Br -6.522 -0.697 -0.297 0.12
S -3.928 1.046 -0.258 0.52
H -0.218 4.042 -1.151 0.19
H -1.869 3.954 -0.513 0.25
H -1.554 3.508 -2.209 0.20
H 0.122 1.574 -2.429 0.23
H 1.073 1.773 -0.925 0.21
H 2.851 -1.320 -1.886 0.21
H 2.306 0.312 -2.247 0.20
H 4.228 -0.187 -0.456 0.20
H 3.130 1.167 -0.227 0.20
H 3.492 -0.156 1.818 0.21
H 1.797 -0.008 1.370 0.24
H 3.331 -2.469 0.485 0.19
H 2.794 -2.329 2.156 0.21
H 1.067 -3.513 0.998 0.21
H 0.462 -1.887 1.352 0.21
H 1.509 -2.875 -1.339 0.19
H -0.182 -2.535 -0.900 0.24
H -2.258 -0.671 2.426 0.24
H -4.605 -1.758 1.936 0.24
```


Entry 6:
ORCA calculation (ωB97M-V/def2-TZVPD) on an isolated ion of composition C3H5N2S2 and charge +1 at a distorted geometry.

Computed properties:
charge	+1
strongest force on any atom	4.23	eV/Å
HOMO energy (spin up / spin down)	-13.218 / -13.566	eV
orbital gap (spin up / spin down)	9.42 / 5.67	eV
2S+1	3

The geometry in XYZ format:
```
12
Properties=species:S:1:pos:R:3:mulliken_spin:R:1
C 0.938 -0.387 0.066 -0.02
C -0.714 1.033 0.017 0.00
C -1.261 -0.321 -0.173 0.00
N 0.689 0.900 0.051 0.50
N -0.116 -1.171 -0.160 0.33
S 2.697 -0.911 0.179 0.20
S 3.768 0.690 -0.102 0.78
H -0.988 1.869 -0.651 0.07
H -1.000 1.635 0.932 0.09
H -1.923 -0.605 0.710 0.03
H -1.837 -0.602 -1.139 0.04
H -0.254 -2.130 0.268 -0.01
```